No. 1
ORCA calculation (ωB97M-V with the def2-TZVPD basis set) on a cluster of 9 separate species, C10H39N9O8 in total at a distorted geometry.

Geometry as XYZ:
```
66
Properties=species:S:1:pos:R:3:forces:R:3
O 0.991 -2.820 0.870 0.48 -2.25 1.91
O -1.498 -1.947 1.539 -0.01 -0.87 0.39
O -3.407 3.335 -1.693 0.76 -0.04 -1.06
O 2.019 3.135 0.631 1.13 0.35 -0.84
O -1.969 0.612 1.988 0.47 1.22 0.19
O -2.370 -4.129 -1.007 -0.36 -0.59 -0.12
O 1.342 -1.026 -3.637 0.30 -1.64 1.06
O 3.673 1.211 -0.429 0.81 0.71 -1.78
N -2.697 1.135 -1.708 0.89 1.32 -1.47
N 2.476 0.922 -3.067 0.11 -0.89 0.64
N 0.458 -0.290 -0.312 3.04 0.81 -0.14
N -3.418 2.175 0.205 0.43 0.18 1.56
N 0.673 0.905 -4.481 0.44 1.48 0.32
N -1.078 -4.075 -2.883 -0.92 -0.51 0.37
N -1.508 -2.157 -1.634 0.75 0.61 -1.46
N 4.262 -0.836 0.409 0.75 -2.10 -0.75
N 3.104 0.616 1.621 -0.16 0.85 -0.07
C -1.017 -3.783 3.055 0.41 -1.64 -1.43
C 0.368 3.478 -1.078 1.29 -1.84 -1.24
C 0.108 1.274 3.226 1.07 0.67 -0.97
C 1.479 0.172 -3.672 0.20 0.97 -0.92
C -2.086 -2.875 2.529 0.66 1.18 -0.82
C -1.389 1.107 3.185 0.30 -0.86 0.44
C -1.708 -3.502 -1.811 0.37 1.01 1.13
C -3.139 2.301 -1.111 -1.77 0.65 0.95
C 1.235 4.117 -0.040 -0.84 0.22 0.81
C 3.715 0.383 0.455 -0.94 -0.89 1.39
H -1.571 -0.239 1.799 -0.03 -1.08 -0.01
H -1.423 -4.256 3.929 0.13 -0.51 0.52
H -1.747 -1.730 -0.761 -0.21 -0.42 0.37
H -2.854 1.494 0.683 -0.03 -0.43 0.47
H -0.567 -2.250 1.392 -0.71 0.00 0.09
H -0.239 -3.683 -3.247 0.46 0.19 -0.23
H -0.369 4.040 -1.642 0.03 0.43 0.29
H 0.705 -3.504 0.270 -0.11 -0.23 -0.44
H -1.613 0.384 3.982 -0.40 0.37 0.13
H 0.960 -2.005 0.430 0.08 2.62 -1.74
H -0.481 -0.305 -0.134 -3.11 -0.32 0.12
H -2.921 -3.424 2.089 0.13 0.15 -0.17
H 2.826 1.591 1.549 -0.58 -0.24 1.68
H -0.116 -3.250 3.281 0.38 0.53 0.53
H 3.333 0.020 2.403 -0.30 0.84 0.24
H 0.651 4.543 0.752 -0.63 0.36 0.42
H -1.797 2.073 3.382 -0.85 0.49 0.29
H -0.646 -4.581 2.309 -1.00 1.08 1.02
H -0.828 -1.667 -2.222 -0.48 -0.34 0.32
H 1.791 4.945 -0.441 0.76 0.21 -0.25
H -3.515 3.016 0.793 -0.06 -0.50 -1.12
H 3.843 -1.591 0.984 0.53 0.92 -0.87
H 3.051 0.521 -2.302 -0.81 0.40 -0.78
H 2.369 1.924 -3.003 0.02 -0.27 -0.07
H 0.495 2.166 2.670 -0.46 -0.75 0.14
H -2.978 0.230 -1.464 -0.65 -1.09 1.26
H 4.604 -1.086 -0.508 -0.01 -0.34 0.23
H 0.644 -0.312 -1.316 -0.21 0.11 0.37
H 0.606 0.390 2.829 0.10 -0.10 -0.09
H -2.855 1.230 -2.687 0.27 0.13 -0.79
H 0.696 0.645 0.039 0.55 -0.39 -0.25
H 2.823 2.968 0.088 -0.70 -0.25 0.36
H -0.103 2.597 -0.632 -0.27 0.20 -0.08
H -1.152 -5.072 -2.761 0.37 -0.14 -0.49
H -0.081 0.661 -5.057 -0.71 -1.52 -0.34
H 0.470 1.409 4.244 -0.23 -0.07 0.22
H 0.707 1.880 -4.395 0.27 1.45 0.14
H 1.113 3.033 -1.819 -1.04 0.47 0.52
H -2.453 -2.244 3.343 -0.13 -0.07 -0.09
```
Positions in Å, forces in eV/Å.

The calculation puts the HOMO-LUMO gap at 0.366 hartree. As for the HOMO energy: -9.57 eV. The calculation puts the calculated total energy at -1499.26345 hartree. The calculation puts the LUMO energy at 0.39 eV. The SMILES is NC(N)=O.NC(N)=O.NC(N)=O.NC(N)=O.CCO.CCO.CCO.N.O.

No. 2
ORCA calculation (ωB97M-V with the def2-TZVPD basis set) on a structure of composition C30H46CrO2P2 at a distorted geometry.

Geometry as XYZ:
```
81
Properties=species:S:1:pos:R:3:forces:R:3
Cr 0.232 -0.018 -0.522 -0.21 -0.45 1.75
P 0.782 -2.304 0.276 0.11 0.80 -0.28
P 2.392 0.010 0.636 -0.48 -0.25 -0.45
O -0.984 0.529 2.832 0.27 -0.09 -0.84
O -1.118 -0.276 4.960 0.36 0.29 -1.42
C 3.652 0.101 -0.656 0.41 0.18 0.02
C 5.415 -4.372 1.568 0.01 0.21 0.44
C 0.445 0.257 -3.749 0.37 -0.22 -0.15
C 2.858 0.935 2.088 0.26 0.29 0.25
C 6.594 -3.381 1.723 0.01 -0.50 0.34
C 5.203 -4.060 -0.926 -0.41 -0.43 -0.05
C 4.656 -4.301 0.273 0.29 -0.77 -0.54
C -3.098 1.496 5.685 0.00 -0.01 -0.40
C -0.143 -3.303 1.438 -0.18 -0.39 0.06
C -1.337 2.793 0.380 0.26 0.08 0.36
C -0.294 0.591 -2.500 -0.53 0.38 0.19
C -4.195 2.301 6.010 0.08 0.04 -0.63
C 6.511 -1.513 0.021 0.79 0.37 0.57
C -1.396 -0.150 -1.950 -0.29 0.68 0.23
C 1.334 -3.254 -1.165 -0.05 -0.46 -0.06
C -1.881 0.568 -0.804 -0.15 -0.34 -1.03
C -1.474 0.443 3.999 -0.39 -0.50 1.86
C -0.097 1.762 -1.686 -0.79 -0.03 0.12
C -1.087 1.743 -0.644 0.40 0.51 -0.94
C -2.686 1.322 4.341 -0.79 0.76 -0.03
C -1.983 -1.395 -2.525 -0.11 -0.47 0.01
C 2.330 -1.765 1.105 -0.02 -0.03 0.07
C -3.064 0.237 0.038 0.01 -0.37 0.36
C 7.059 -2.294 -1.136 -0.15 -0.20 -0.37
C 6.289 -1.988 1.250 0.34 0.50 0.19
C 0.910 2.833 -1.920 0.38 0.31 0.08
C -3.429 1.979 3.341 0.12 -0.03 0.46
C -4.916 2.956 4.995 0.35 -0.25 -0.21
C -4.529 2.788 3.653 0.11 -0.17 0.42
C 6.655 -3.788 -1.204 0.60 0.07 -0.37
H 3.207 -2.327 0.752 -0.11 0.14 0.19
H 6.825 -3.332 2.802 -0.02 -0.01 -0.42
H -0.550 -2.656 2.228 0.16 -0.07 -0.15
H -0.075 0.651 -4.636 0.09 -0.09 0.30
H 4.528 -0.474 -0.347 -0.14 0.14 -0.15
H 3.131 1.952 1.785 -0.01 -0.15 0.18
H -2.855 -1.173 -3.157 0.23 0.04 0.15
H 1.998 0.975 2.770 0.15 -0.06 -0.13
H 0.477 3.680 -2.471 0.03 -0.22 0.10
H -3.121 1.850 2.305 -0.09 0.05 0.30
H 1.759 2.462 -2.504 -0.14 0.10 0.10
H -3.611 -0.631 -0.349 0.13 0.23 0.06
H 8.162 -2.233 -1.167 -0.34 0.08 0.09
H 1.299 3.227 -0.972 -0.09 -0.05 -0.23
H 6.717 -1.809 -2.059 0.06 -0.02 0.08
H 0.524 -4.058 1.870 -0.25 0.05 -0.02
H 7.332 -4.373 -0.564 -0.48 0.09 -0.23
H 5.805 -5.390 1.748 -0.25 0.25 -0.18
H 3.280 -0.299 -1.610 0.00 0.06 0.25
H 4.600 -4.176 -1.840 -0.03 0.20 0.53
H 7.490 -3.803 1.246 -0.32 0.39 0.18
H 2.226 -1.857 2.193 0.01 0.00 -0.15
H -3.754 1.093 0.090 0.25 -0.24 -0.08
H -5.769 3.589 5.243 0.26 -0.20 -0.07
H 4.707 -4.185 2.385 0.05 -0.05 -0.04
H -0.972 -3.783 0.905 0.13 0.02 0.20
H 3.617 -4.664 0.338 0.43 0.33 -0.13
H 1.658 -2.577 -1.968 -0.04 -0.15 0.26
H 1.454 0.688 -3.739 -0.22 -0.11 -0.07
H -5.080 3.285 2.849 0.14 -0.14 0.33
H -2.549 0.986 6.479 -0.09 0.12 -0.37
H 0.537 -0.830 -3.877 -0.01 0.26 -0.05
H 0.480 -3.837 -1.533 0.23 0.04 -0.03
H -0.739 3.692 0.193 -0.15 -0.21 0.01
H 6.475 -0.424 -0.155 -0.21 -0.58 0.20
H 3.930 1.151 -0.804 -0.02 -0.17 -0.06
H -2.320 -2.078 -1.735 0.05 0.15 -0.20
H -4.487 2.420 7.054 0.07 -0.02 -0.31
H 5.980 -1.307 2.059 0.01 -0.10 -0.53
H -2.742 0.021 1.070 -0.09 0.11 -0.14
H -1.255 -1.929 -3.146 -0.16 0.08 0.11
H 2.164 -3.918 -0.898 -0.25 0.05 -0.19
H -1.096 2.403 1.382 -0.13 0.03 -0.05
H 3.709 0.436 2.568 -0.13 0.24 -0.01
H 6.866 -4.115 -2.237 -0.05 0.03 0.41
H -2.402 3.074 0.393 0.34 -0.12 -0.06
```
Positions in Å, forces in eV/Å.

The calculation puts the HOMO-LUMO gap (spin up / spin down) at 0.168 / 0.223 hartree. Its spin multiplicity is 4. Its total charge is +1. As for the HOMO energy (spin up / spin down): -9.73 / -9.73 eV. The energy above the lowest of the compared OMol25 structures with the same formula, charge and spin comes out at 46.0 kJ/mol. The calculation puts the calculated total energy at -3048.10950 hartree. The calculation puts the LUMO energy (spin up / spin down) at -5.16 / -3.66 eV. Its expectation value of S² is 3.9824.

No. 3
ORCA calculation (ωB97M-V with the def2-TZVPD basis set) on the ion C8H16NS with charge +1 at a distorted geometry.

Geometry as XYZ:
```
26
Properties=species:S:1:pos:R:3:forces:R:3
S -1.728 -2.270 1.395 0.52 -1.05 0.31
N 0.585 -1.100 0.823 0.52 0.38 -1.34
C 1.085 -0.770 2.175 1.21 0.04 0.80
C -1.966 -0.827 0.578 7.64 1.90 -0.50
C 0.056 2.235 -0.111 0.44 1.02 1.03
C 0.025 -2.479 0.770 -1.00 -0.30 -0.70
C 1.125 0.638 -1.611 1.03 0.90 -0.34
C -1.378 0.897 -1.677 0.53 0.18 -0.06
C -0.352 -0.077 0.346 -6.28 -3.40 0.44
C -0.089 0.888 -0.740 -0.55 -0.86 -0.82
H 0.711 -3.041 1.441 -1.00 -0.29 -0.62
H 0.787 0.066 -2.449 0.41 -0.70 -0.60
H -2.866 -0.305 0.516 -1.21 0.75 -0.09
H 1.916 -1.594 2.288 -1.51 1.86 0.78
H 1.445 1.638 -2.003 -0.29 -0.86 0.09
H -2.031 1.586 -1.085 -0.25 -0.80 -1.04
H 1.028 2.253 0.480 -1.30 0.15 -0.32
H 1.555 0.300 2.096 -0.99 -2.13 0.51
H 2.072 0.251 -1.178 -0.66 -0.12 0.07
H 0.234 2.944 -0.954 -0.72 0.04 0.95
H -0.086 -2.885 -0.312 0.65 0.85 1.87
H 1.452 -1.117 0.264 -0.55 0.19 -0.41
H -1.055 1.420 -2.659 -0.91 -0.98 1.52
H -0.864 2.380 0.553 1.50 0.61 -0.88
H 0.175 -0.852 2.870 1.77 0.23 -0.68
H -1.836 -0.180 -1.819 0.99 2.41 0.03
```
Positions in Å, forces in eV/Å.

The calculation puts the HOMO-LUMO gap (spin up / spin down) at 0.276 / 0.304 hartree. Its total charge is +1. As for the HOMO energy (spin up / spin down): -11.80 / -12.43 eV. The energy above the lowest of the compared OMol25 structures with the same formula, charge and spin comes out at 470.6 kJ/mol. The calculation puts the calculated total energy at -766.93333 hartree. The calculation puts the LUMO energy (spin up / spin down) at -4.29 / -4.16 eV. The SMILES is C[N@H+]1CSC=C1C(C)(C)C.

No. 4
ORCA calculation (ωB97M-V with the def2-TZVPD basis set) on the molecule C4H7P at a distorted geometry.

Geometry as XYZ:
```
12
Properties=species:S:1:pos:R:3:forces:R:3
P 0.501 -0.025 1.068 0.17 0.20 -1.26
C 1.985 0.251 0.167 4.96 -2.02 -2.40
C -0.340 -1.435 0.066 1.12 1.48 -2.47
C 3.322 -0.304 -0.250 -8.26 1.30 5.55
C -0.608 1.437 0.513 0.49 0.70 0.74
H 3.934 -0.370 -1.039 2.15 0.62 -2.95
H -1.625 1.076 0.639 -0.27 0.10 0.39
H -0.484 2.482 1.044 0.01 -2.37 -1.00
H -0.531 -1.210 -1.076 0.72 0.02 2.14
H -1.315 -1.503 0.456 -1.14 -0.57 0.83
H -0.484 1.508 -0.565 0.24 0.37 -0.01
H 0.241 -2.361 0.077 -0.20 0.18 0.44
```
Positions in Å, forces in eV/Å.

The calculation puts the HOMO-LUMO gap (spin up / spin down) at 0.254 / 0.261 hartree. Its spin multiplicity is 3. As for the HOMO energy (spin up / spin down): -6.57 / -8.97 eV. The energy above the lowest of the compared OMol25 structures with the same formula, charge and spin comes out at 269.3 kJ/mol. The calculation puts the calculated total energy at -497.69034 hartree. The calculation puts the LUMO energy (spin up / spin down) at 0.34 / -1.87 eV. Its expectation value of S² is 2.0313.

No. 5
ORCA calculation (ωB97M-V with the def2-TZVPD basis set) on a cluster of 9 separate species, H18O9 in total at a distorted geometry.

Geometry as XYZ:
```
27
Properties=species:S:1:pos:R:3:forces:R:3
O -1.522 1.940 0.229 -0.60 -0.85 -0.14
O -1.414 -2.034 -0.089 -0.17 -0.03 0.72
O 0.454 1.222 2.004 0.44 -0.02 -0.70
O 2.366 1.305 -0.024 0.79 -0.15 -0.61
O 0.267 -1.115 -1.998 0.30 -0.56 -1.23
O 0.553 -1.433 1.911 -0.34 -0.78 1.64
O 0.194 1.527 -1.830 0.61 -0.07 0.01
O 2.373 -1.316 -0.228 -0.01 0.22 -1.11
O -3.257 -0.133 0.114 0.40 -0.66 -0.41
H 3.279 1.588 -0.241 -0.83 -0.20 0.30
H 0.399 -1.860 2.801 0.31 0.69 -1.52
H -1.988 2.748 0.445 -0.18 0.13 0.05
H 1.988 -1.570 0.616 -0.47 -0.18 0.25
H 0.448 -1.499 -2.885 -0.27 0.49 0.89
H -0.518 1.742 -1.201 0.00 0.14 0.07
H 0.510 -0.453 2.078 -0.06 0.01 -0.06
H -0.310 1.436 1.424 0.21 0.07 0.31
H 2.358 0.307 -0.188 0.31 0.46 0.36
H 1.666 -1.374 -0.925 0.39 -0.19 0.80
H 1.229 1.358 1.401 -0.50 0.06 0.58
H 1.023 1.655 -1.310 -0.50 -0.06 -0.26
H -2.609 -0.912 0.049 -0.37 0.54 0.20
H -0.891 -1.779 -0.860 0.23 0.03 -0.34
H 0.167 -0.131 -2.099 0.10 0.16 0.04
H -2.209 1.200 0.152 0.28 0.64 0.12
H -0.813 -1.873 0.669 -0.10 -0.13 -0.17
H -3.844 -0.289 -0.638 0.03 0.23 0.22
```
Positions in Å, forces in eV/Å.

The calculation puts the HOMO-LUMO gap at 0.430 hartree. As for the HOMO energy: -11.24 eV. The energy above the lowest of the compared OMol25 structures with the same formula, charge and spin comes out at 0.0 kJ/mol. The calculation puts the calculated total energy at -688.02579 hartree. The calculation puts the LUMO energy at 0.47 eV. The SMILES is O.O.O.O.O.O.O.O.O.

No. 6
ORCA calculation (ωB97M-V with the def2-TZVPD basis set) on the ion C5H13N2 with charge +2 at a distorted geometry.

Geometry as XYZ:
```
20
Properties=species:S:1:pos:R:3:forces:R:3
N 0.718 0.921 -1.731 -3.85 -0.50 -2.68
N 0.140 -1.245 -0.047 -0.65 0.28 -0.53
C -0.552 1.228 0.470 -0.99 -2.72 2.92
C -1.931 -0.843 1.021 -4.14 0.51 1.91
C -0.845 -0.303 0.515 4.52 2.10 -2.34
C 0.021 1.822 -0.798 2.55 0.06 0.19
C 1.429 -1.626 0.701 -0.01 -3.84 -2.08
H 2.154 -2.254 0.008 -1.76 1.47 1.09
H 1.139 -2.299 1.511 0.01 0.31 0.05
H -0.813 2.441 -1.095 -0.01 -0.19 -1.58
H 0.102 1.322 1.399 -0.10 0.24 -1.13
H -0.400 -2.159 -0.074 1.01 1.18 -1.00
H 0.156 1.078 -2.668 1.72 -1.18 1.89
H 0.811 2.467 -0.501 0.33 1.07 0.67
H 0.503 -0.653 -1.086 -0.81 -0.23 1.18
H -2.079 -1.878 1.342 -0.05 0.25 -0.31
H -2.696 -0.051 1.220 0.15 -1.33 0.20
H -1.460 1.822 0.739 0.52 -0.90 -0.04
H 1.895 -0.793 1.024 1.53 2.78 1.13
H 1.707 1.003 -1.949 0.03 0.65 0.48
```
Positions in Å, forces in eV/Å.

The calculation puts the HOMO-LUMO gap (spin up / spin down) at 0.418 / 0.212 hartree. Its spin multiplicity is 2. Its total charge is +2. As for the HOMO energy (spin up / spin down): -19.86 / -19.36 eV. The energy above the lowest of the compared OMol25 structures with the same formula, charge and spin comes out at 463.0 kJ/mol. The calculation puts the calculated total energy at -306.98992 hartree. The calculation puts the LUMO energy (spin up / spin down) at -8.49 / -13.59 eV. Its expectation value of S² is 0.7614.

Question: What is the calculated total energy in the fourth record?
Answer: -497.69034 hartree